Entry 1:
ORCA calculation (ωB97M-V/def2-TZVPD) on 9 unconnected molecules or ions with the total composition C22H65N3O12 in a non-equilibrium geometry.

Geometry (Å):
1 H -0.062969 -0.238623 -2.149996
2 C -3.600089 0.085967 -1.176676
3 H -2.592089 -9.417353 -6.449076
4 H -1.509079 -1.751363 1.089944
5 H -1.570019 -3.081803 -0.969456
6 H -0.428179 3.846267 -3.630996
7 O -4.864729 -0.468743 -1.605076
8 H -3.032719 3.354847 -3.384066
9 C 0.087321 4.314207 3.051754
10 O -1.713949 -3.896713 0.862124
11 H 4.550181 3.923027 -1.908186
12 H 0.236221 5.240137 -1.801806
13 H 6.008711 -0.365073 3.097244
14 O 7.437941 -0.178743 1.665314
15 H 5.482721 3.879927 1.994014
16 O -2.469349 -8.232713 -4.765916
17 C -1.920339 -2.653043 1.543734
18 C 7.715731 -1.565103 1.653854
19 H -3.459369 1.129957 -3.639666
20 O -1.005099 3.638527 -1.630576
21 H -1.476639 -4.880483 -2.852226
22 H 1.547821 -0.940053 2.556114
23 C -1.970989 -5.291633 -0.927956
24 H -2.375899 1.878327 -0.900706
25 H -1.138509 -8.499703 -6.448766
26 H -2.655069 -7.606513 -6.636096
27 H 7.631941 0.215967 3.632064
28 H -2.964039 -7.333593 -2.394806
29 O 1.245801 -1.619213 1.952994
30 O -4.178429 0.473027 2.362094
31 H 6.357451 2.015707 3.862194
32 H -1.405269 -2.614993 2.503604
33 H 0.001191 5.398857 2.986904
34 H -2.882859 -0.350333 3.406944
35 C 0.093171 4.345667 -1.195546
36 O 1.306611 4.380537 5.141634
37 H -3.897619 2.183827 -1.490226
38 C 3.481391 3.561327 1.169054
39 H -0.938339 -6.886173 -4.539356
40 C -2.149399 -3.834943 -0.435426
41 H -4.337199 1.351867 2.017634
42 C 0.023621 1.287207 0.685414
43 H -2.484079 -6.194063 -4.823176
44 C 6.340351 1.728357 2.810884
45 H 8.660401 -1.719823 1.132554
46 C -2.224309 2.629287 -3.474246
47 O -2.460059 -0.767323 4.157664
48 H 5.139071 1.606147 1.193484
49 H 3.249341 4.620167 1.283554
50 H 7.133941 2.263137 2.289044
51 C 0.122011 3.931847 4.546574
52 C -2.183159 -8.455123 -6.140856
53 H 2.691391 2.823607 1.309634
54 H -3.189609 -3.571413 -0.626806
55 C 4.082831 4.380217 -1.036036
56 O 3.931121 3.284117 -0.191436
57 H -5.014369 0.018987 2.255884
58 H -0.028789 4.691867 -0.169206
59 H -0.815109 3.999437 2.527684
60 H 0.627311 -0.556423 0.581944
61 H -1.683369 2.029237 1.577084
62 O -0.484339 -0.580333 -2.938616
63 H -5.887869 1.337697 -1.550626
64 H -2.650099 -6.020833 -0.486166
65 H 6.837471 -2.116323 1.317804
66 H -0.299059 2.057937 -0.014546
67 H 0.867771 1.639317 1.278304
68 N -2.685839 1.353057 -3.029766
69 H 0.927011 4.028347 2.418274
70 C -0.848069 3.087787 -2.970316
71 H 0.992501 3.730497 -1.224866
72 H -0.724889 4.385897 5.061064
73 C -2.070539 -6.844153 -2.782376
74 H -3.172819 -0.927343 4.776204
75 H -2.970379 -2.472433 1.773734
76 H -0.959549 -5.636363 -0.712896
77 O 0.405591 0.079827 -0.101896
78 N 5.002821 1.861217 2.161194
79 C -3.098309 1.450297 -1.595696
80 H 4.298851 3.474017 3.223494
81 H -0.843139 0.761837 2.517994
82 C 4.608351 3.262557 2.199974
83 N -2.127089 -5.455873 -2.336536
84 H -6.957989 -0.071183 -1.434246
85 H -1.227789 -7.415483 -2.393196
86 C -5.997489 0.340527 -1.124336
87 H -2.824219 -0.651993 -1.380516
88 H 3.199781 4.989177 -1.229666
89 H 1.198991 5.323137 5.288374
90 H 1.227071 -2.417663 2.480604
91 H -1.811699 0.320547 1.052384
92 H 7.960521 -1.829713 2.682524
93 H -1.330259 -0.133593 -2.971486
94 H -5.940809 0.476497 -0.044336
95 C -1.989909 -6.995593 -4.274136
96 C -1.173659 1.067157 1.525204
97 H -3.558029 0.013897 -0.089876
98 H 0.093431 2.850647 4.681774
99 H 4.784871 5.060477 -0.553876
100 H -2.029659 2.537517 -4.542796
101 C 6.869971 0.257037 2.853724
102 H -0.116039 2.281487 -3.016136

Forces on atoms 1 to 6 (eV/Å):
H 0.235 -0.001 0.556
C 0.398 -1.168 1.713
H -0.409 0.215 0.198
H 0.004 -0.275 -0.982
H 0.354 -0.166 -0.554
H -0.269 0.429 -0.059

The value obtained for the HOMO-LUMO gap is 8.291 eV. As for the SMILES: COCCNCCOC.COCCNCCOC.COCCNCCOC.CCO.CCO.O.O.O.O. The charge is 0. The largest force on an atom is 0.0532 hartree/bohr. The value obtained for the electronic energy is -52902.2264 eV.



Entry 2:
ORCA calculation (ωB97M-V/def2-TZVPD) on 9 unconnected molecules or ions with the total composition C22H65N3O9 in a non-equilibrium geometry.

Geometry (Å):
1 H -1.489342 -8.044372 7.140090
2 H -0.979399 -7.130457 5.689578
3 H 2.153361 -10.615015 0.944820
4 H -3.344464 -8.995588 6.066326
5 C -1.538914 -11.864426 1.219178
6 C 1.939954 -14.051826 5.565262
7 H -4.526632 -13.523072 6.806056
8 H 0.471551 -14.535221 3.596556
9 O 0.416967 -9.802975 4.615218
10 H 2.656090 -9.420739 8.682636
11 H 1.566529 -10.834667 7.070899
12 H 3.944467 -10.243586 2.167048
13 H 0.189656 -16.275754 7.493886
14 O -0.272400 -7.169238 3.053570
15 H -1.827228 -12.286682 6.140069
16 H 0.050128 -7.930016 3.558442
17 H 4.557047 -8.535249 4.018882
18 C -2.114833 -10.760350 2.085432
19 C 4.144574 -7.644251 4.504136
20 H 3.529163 -15.429928 7.124862
21 H -3.315451 -6.489405 7.118683
22 H 2.508831 -13.404556 6.239034
23 H -3.242712 -14.400615 5.987831
24 H 0.041631 -14.573336 7.294109
25 H 3.375213 -10.812063 4.351938
26 C -0.085431 -11.872423 9.795919
27 H 2.485153 -6.073662 6.131571
28 C -2.699844 -8.406643 5.393826
29 H 1.970993 -8.385729 2.388581
30 O -2.359997 -13.033312 1.225158
31 C -1.834196 -7.501499 6.253632
32 H -2.467600 -11.221093 3.008231
33 H 2.123425 -6.836169 1.599706
34 O 5.241884 -6.741255 4.615382
35 H -3.074455 -11.558581 7.086618
36 H 4.282198 -11.994928 2.672236
37 H 4.148334 -5.932866 6.651482
38 C 0.122769 -7.426071 1.711469
39 H 5.402000 -8.290242 6.678809
40 H 4.256924 -8.736774 7.598279
41 C 0.788161 -15.363108 7.445797
42 H 0.126272 -12.893600 9.484637
43 H -1.311916 -10.081141 2.389370
44 H 2.645851 -8.429524 5.704048
45 H 3.056599 -10.335154 10.151570
46 H 5.963436 -6.359176 2.720018
47 H 3.278251 -11.896896 0.449273
48 H 0.672549 -8.847482 8.245198
49 H 1.074708 -12.338505 7.403385
50 H -0.773742 -13.231933 3.855044
51 C -0.092346 -13.937910 4.322219
52 H -1.361905 -11.476612 0.208622
53 H -1.143891 -11.776537 10.038667
54 H -0.471643 -8.282185 1.331971
55 H 5.909636 -4.973672 3.840633
56 H 0.611405 -11.589536 10.580690
57 N 1.286414 -11.447382 7.832638
58 O 1.218008 -9.392769 10.153089
59 O 2.758340 -10.949482 3.621564
60 H 1.330329 -15.227057 8.376842
61 N 3.005021 -16.028924 6.491600
62 H -3.168594 -12.789282 0.759730
63 H 0.032032 -10.643791 4.895510
64 C 0.140161 -10.931261 8.589930
65 H 1.738713 -8.276266 0.608801
66 H -0.673565 -14.612228 4.962619
67 H -0.550068 -12.171425 1.562893
68 C 5.387794 -5.865588 3.515376
69 H 2.543667 -14.198705 4.657064
70 C 1.576297 -7.786587 1.568636
71 C 3.586746 -7.905852 5.904924
72 N 4.518190 -8.806573 6.611105
73 C 3.547717 -11.227407 2.443495
74 H -0.667560 -9.157900 9.408535
75 C -2.919103 -12.241489 6.247439
76 C 1.699051 -15.405519 6.197927
77 H 3.355169 -7.222262 3.873770
78 H 3.047776 -6.770760 7.695093
79 H 1.854766 -12.260702 1.517516
80 C 3.288554 -6.606704 6.643994
81 O -2.484364 -6.303646 6.671720
82 O 0.838261 -13.269855 5.163797
83 O -2.731926 -13.924946 7.895333
84 C -3.435366 -13.586118 6.700402
85 H 2.879707 -16.918361 6.953832
86 H -3.263737 -11.815410 5.308114
87 H -2.966305 -14.833199 8.108842
88 H -2.077646 -9.139493 4.887371
89 C 2.568505 -9.436007 9.772119
90 H -2.817181 -10.144361 1.526284
91 H -0.790044 -11.000247 8.009081
92 C 0.319952 -9.470119 9.073916
93 H -0.307378 -6.665232 1.057686
94 H 3.181139 -8.583712 10.092958
95 C 2.629509 -11.544916 1.247986
96 H 1.331376 -16.099629 5.434748
97 H 4.422099 -5.683159 3.035014
98 H -3.469330 -7.847459 4.861246
99 H 1.189384 -10.057783 4.075301

Forces on atoms 1 to 6 (eV/Å):
H 0.211 -0.068 -0.136
H 0.089 -0.189 0.033
H -0.121 -0.059 -0.130
H 0.225 -0.122 0.109
C 0.268 0.129 -0.110
C 0.791 0.381 -0.894

The value obtained for the HOMO-LUMO gap is 9.374 eV. As for the SMILES: COC[C@H](C)N.COC[C@H](C)N.COC[C@H](C)N.CCO.CCO.CCO.CCO.CCO.O. The charge is 0. The largest force on an atom is 0.0485 hartree/bohr. The value obtained for the electronic energy is -46762.3929 eV.



Entry 3:
ORCA calculation (ωB97M-V/def2-TZVPD) on 9 unconnected molecules or ions with the total composition C22H66N4O10 in a non-equilibrium geometry.

Geometry (Å):
1 O -1.695480 -2.460369 -2.843979
2 H -5.748980 2.202101 -2.190179
3 C -1.275210 2.343261 -2.314329
4 C -4.917000 1.745311 -2.726149
5 H -3.426660 0.855381 0.328771
6 H -0.650100 -3.335949 -4.405619
7 H -1.655570 -2.457029 1.676511
8 H 0.789090 1.630911 2.343751
9 C 7.769770 -1.369089 0.073781
10 H 10.136490 -0.511659 -2.026639
11 H -1.182170 3.694181 -4.036309
12 H -2.360250 6.460301 1.059651
13 H -0.706360 -1.416139 -1.885459
14 H 3.111700 2.265451 1.304751
15 O -2.544510 -4.322829 3.285641
16 H 3.693250 -4.461909 -3.484499
17 H 0.523950 4.726191 -0.141399
18 N -0.117000 1.687031 -2.851309
19 O 2.081690 2.667331 -0.580249
20 H -6.769920 -2.425669 2.057481
21 C -1.000290 3.507081 1.689681
22 H -6.870800 0.412211 4.092481
23 H -5.069850 0.935491 2.517891
24 H -2.311540 -0.457799 0.557831
25 H 0.391580 5.965461 1.106031
26 C -1.195460 -2.420619 2.663971
27 H 0.532290 -1.966029 0.321141
28 H 0.318430 0.689761 0.876811
29 C -5.057350 -0.098059 2.171901
30 H -1.183270 2.465751 -1.235149
31 C -5.697380 -1.026489 3.298851
32 C -1.227870 -2.430899 -4.218109
33 H -0.493900 -4.578519 2.880911
34 H -3.152490 5.317901 1.746691
35 C 9.845710 -1.137059 -1.182589
36 H -0.629480 -1.558049 -4.479199
37 C -0.166080 5.411441 0.350931
38 C 0.837340 -1.815099 -0.714369
39 H 1.005040 -2.752299 -1.245059
40 H 5.899840 -0.660119 -0.851909
41 C -5.946040 -2.454129 2.770591
42 O -3.761670 -0.568269 1.799021
43 O -0.105000 -0.901729 -1.342009
44 H 5.514540 -1.669239 2.011131
45 H 10.208110 -2.157529 -1.306719
46 H -0.912140 -3.764419 4.397551
47 H -1.867540 3.119731 2.224431
48 H -2.559160 0.528921 -2.532809
49 O -3.717380 2.148351 -2.060619
50 H 8.087570 -2.375149 0.347531
51 H -2.059390 4.463311 0.050741
52 H 2.446510 -4.339309 -2.105309
53 N 5.883960 -2.727209 -0.610529
54 O 3.810910 -2.789869 -2.440279
55 H -0.247420 3.838331 2.404911
56 H 0.603450 1.967801 -2.201529
57 C 5.377270 -1.014499 1.150561
58 C -1.144440 3.711691 -2.947099
59 N -2.209950 5.673711 1.675111
60 H 4.332180 -1.166249 0.880651
61 H -6.084470 -3.176069 3.575421
62 C -1.187700 -3.880449 3.349361
63 C 6.201360 -1.402009 -0.112469
64 O -1.893530 -1.396639 3.355201
65 O 8.413230 -1.135859 -1.230489
66 C -3.373690 -0.214619 0.529781
67 H -3.978420 -0.736169 -0.212099
68 H -5.051710 0.670631 -2.848659
69 H 4.044230 2.098881 -0.227659
70 H -4.945220 -1.040959 4.087621
71 C 3.074150 1.977141 0.254241
72 H -7.673900 -0.648449 3.211391
73 H 4.150720 -4.612939 -1.759419
74 H 2.892950 0.911001 0.117851
75 H 1.303940 2.774101 -0.027699
76 H 8.154470 -0.619759 0.765591
77 H 5.540950 0.004491 1.501221
78 H -5.774240 -0.050559 1.352201
79 H -2.659990 1.903751 -3.718279
80 H -2.058830 -2.449039 -4.923289
81 H -0.324980 4.304571 -2.540799
82 H -4.827240 2.293951 -3.663719
83 N -6.940410 -0.577229 3.902061
84 C -0.026610 1.336841 1.683251
85 O -0.356470 2.508041 0.899981
86 H 10.332890 -0.654749 -0.335159
87 H -2.812800 -1.311749 3.091891
88 H -0.228370 0.743671 -2.508129
89 H 4.340060 -2.591199 -1.664309
90 C 3.458500 -4.154269 -2.465499
91 H 6.216650 -3.322839 0.134211
92 H -0.901930 0.918301 2.179981
93 H 6.543580 -2.993899 -1.327379
94 H -2.005430 4.350831 -2.751369
95 H -0.185080 -2.039709 2.515131
96 H -0.406480 6.229891 -0.327619
97 C -2.549130 1.609611 -2.674589
98 H -5.089030 -2.801609 2.193631
99 H -3.036720 -3.846669 3.958401
100 H 1.800060 -1.310009 -0.635979
101 C -1.416280 4.728991 0.889751
102 H -2.244690 -3.242339 -2.751829

Forces on atoms 1 to 6 (eV/Å):
O 0.222 0.437 -1.051
H 0.016 -0.285 0.176
C -0.057 1.428 0.391
C 0.970 1.595 0.036
H -0.222 0.249 0.069
H 0.257 0.086 -0.044

The value obtained for the HOMO-LUMO gap is 8.975 eV. As for the SMILES: COC[C@H](C)N.COC[C@H](C)N.COC[C@H](C)N.COC[C@H](C)N.OCCO.CO.CO.CO.CO. The charge is 0. The largest force on an atom is 0.0610 hartree/bohr. The value obtained for the electronic energy is -50313.7849 eV.



ΔE to the lowest compared entry with this formula, charge and spin (kJ/mol)
285.3 115.7 152.2
E_HOMO (eV)
-8.20 -8.77 -8.58